(1)
DFT (the ωB97M-V functional and the def2-TZVPD basis) results for a molecular structure, C23H16HgO5Sb at a distorted geometry.

The geometry in XYZ format:
```
46
Properties=species:S:1:pos:R:3:forces:R:3
O -0.13350 5.50554 -2.53829 0.579 -0.061 -3.827
C 0.03738 5.49080 -3.68535 -0.575 0.051 3.839
Hg 0.22457 0.61500 -2.49153 0.012 0.613 0.991
C -0.16487 -2.94583 -3.12478 -0.129 -3.217 -1.448
O -0.22913 -3.99519 -3.59837 0.174 3.258 1.501
C -0.18336 -1.83816 -6.32959 -0.673 -0.215 -2.067
O -0.52809 -1.97377 -7.40801 0.670 0.250 2.059
C 3.14988 -0.24038 -3.78174 2.003 -0.111 -0.326
O 4.26398 -0.29169 -4.01063 -2.070 0.097 0.385
C -2.78396 -0.78211 -3.47669 -2.935 -0.630 -0.884
O -3.85579 -1.03995 -3.80067 3.008 0.691 0.908
H 0.32526 2.09846 -3.24687 -0.034 -0.447 -0.526
C -0.50488 4.26544 2.30537 -0.341 -0.242 0.010
C 0.56812 4.11082 1.39906 -0.549 -0.357 0.120
C 0.70111 2.88554 0.71949 -0.047 0.063 0.643
C -0.20896 1.85734 1.03310 -0.268 -0.592 -0.587
C -1.32975 2.03726 1.85058 0.630 0.088 0.489
C -1.45871 3.24625 2.54464 0.338 0.119 -0.523
Sb 0.01786 -0.12568 0.20301 0.892 0.790 -1.825
C 1.93131 -0.77505 0.96512 -0.963 0.148 -0.402
C 2.88571 -1.41403 0.15268 0.114 -0.099 0.484
C 4.10650 -1.75439 0.75900 -0.209 0.263 0.560
C 4.31424 -1.43380 2.12032 -0.187 0.256 0.121
C 3.34930 -0.76511 2.89692 -0.205 -0.011 -0.394
C 2.14002 -0.41493 2.29742 0.197 -0.457 -0.239
C -1.70401 -1.31037 0.51100 1.294 0.206 0.024
C -1.44610 -2.49361 1.20649 -0.723 0.536 0.493
C -2.55678 -3.21441 1.63505 -0.115 -0.030 -0.377
C -3.83993 -2.76784 1.27730 0.111 -0.157 -0.115
C -4.04954 -1.61485 0.50108 0.245 -0.253 -0.089
C -2.95244 -0.87242 0.06455 0.175 -0.132 0.702
H -0.63965 5.21375 2.82720 0.190 -0.246 -0.118
H 1.28974 4.93318 1.23693 -0.603 -0.604 0.066
H 1.53197 2.73910 0.01172 -0.444 -0.027 0.420
H -2.01540 1.19232 2.01021 0.206 0.555 0.035
H -2.29973 3.35841 3.24774 0.599 0.231 -0.430
H 2.69592 -1.66116 -0.90963 0.040 0.203 0.798
H 4.89727 -2.27148 0.19915 -0.440 0.306 0.248
H 5.25548 -1.67465 2.61091 -0.127 -0.106 -0.287
H 3.47112 -0.50190 3.95592 0.367 -0.277 -0.567
H 1.34566 0.10245 2.84459 0.421 -0.154 -0.043
H -0.42467 -2.76065 1.50830 -0.513 0.015 -0.154
H -2.39052 -4.11211 2.23291 -0.347 0.207 -0.206
H -4.69637 -3.36830 1.57204 0.086 0.210 0.073
H -5.05262 -1.28687 0.23030 0.187 -0.257 0.100
H -3.05365 0.04902 -0.52796 -0.046 -0.475 0.361
```
Positions in Å, forces in eV/Å.

Properties
HOMO level	-11.7	eV
spin multiplicity	1
net charge	+1

Mulliken atomic charge list, values in e, 5 entries: atom 1 (O): -0.130, atom 2 (C): 0.125, atom 3 (Hg): 0.641, atom 4 (C): 0.162, atom 5 (O): -0.184

---

(2)
DFT (the ωB97M-V functional and the def2-TZVPD basis) results for a molecular structure, C23H17AuClN2O4P at a distorted geometry.

The geometry in XYZ format:
```
49
Properties=species:S:1:pos:R:3:forces:R:3
Au 0.50757 -0.10702 -0.03299 -1.425 0.410 -1.463
Cl -0.52002 1.22431 2.08586 0.218 -0.168 -1.260
C 0.45556 0.67001 3.41018 0.753 -0.417 0.853
C 0.54340 1.42583 4.56734 -0.416 0.087 -0.532
C 1.33875 0.97218 5.61199 0.131 -0.313 0.029
C 2.03249 -0.22570 5.50897 -0.092 0.084 0.089
C 1.94858 -0.98080 4.35096 -0.051 -0.050 -0.171
C 1.14431 -0.54427 3.29698 -0.085 0.546 -0.753
P 0.95831 -1.51462 1.78701 -0.095 -1.551 1.028
C 2.25970 -2.75979 1.77673 -0.176 0.617 -0.547
C 3.56544 -2.37191 1.45970 -0.022 0.044 0.049
C 4.59453 -3.28803 1.56981 -0.001 0.056 -0.105
C 4.32069 -4.59203 1.96999 -0.095 0.074 -0.008
C 3.02270 -4.97249 2.29192 -0.028 -0.050 0.041
C 1.98081 -4.06997 2.18048 -0.162 0.108 0.034
C -0.61740 -2.37878 1.82796 0.460 0.435 -0.560
C -1.48146 -2.40522 2.91873 -0.054 0.164 0.115
C -2.68775 -3.07490 2.80525 0.087 0.062 0.069
C -3.03540 -3.70049 1.61212 0.103 -0.002 -0.063
C -2.16473 -3.68518 0.52763 -0.074 -0.037 -0.087
C -0.96218 -3.02176 0.63006 0.076 0.030 -0.002
H 0.00311 2.35683 4.65517 -0.010 0.086 -0.013
H 1.41870 1.56566 6.51065 -0.006 0.062 0.032
H 2.64136 -0.57215 6.33143 0.042 0.003 0.004
H 2.49318 -1.90973 4.25816 0.055 -0.010 0.024
H 3.75849 -1.35765 1.13627 0.154 0.074 0.011
H 5.60559 -2.98867 1.33963 0.073 -0.006 -0.046
H 5.11993 -5.31632 2.02328 0.066 -0.021 0.082
H 2.81883 -5.97317 2.64612 0.010 -0.050 -0.069
H 0.97107 -4.36047 2.43474 -0.010 -0.070 0.001
H -1.20158 -1.92498 3.84413 -0.048 0.075 0.125
H -3.36251 -3.10602 3.64695 -0.036 -0.021 0.071
H -3.98619 -4.20528 1.52644 -0.059 -0.036 0.015
H -2.42605 -4.17709 -0.39590 -0.081 -0.069 -0.063
H -0.26923 -2.98843 -0.20157 -0.063 -0.133 -0.146
O -1.50468 -0.04153 -5.74290 -0.952 1.152 -0.364
C -0.71104 -1.03906 -5.58220 0.929 -1.000 0.381
O -0.51264 -1.92153 -6.37874 -0.181 0.324 0.022
C 0.03416 -1.16885 -4.26884 0.158 0.044 0.531
C 0.94445 -2.19693 -4.03208 -0.642 0.647 -0.166
N 1.35061 -2.07982 -2.76642 0.700 -0.875 0.603
N 0.77165 -1.03873 -2.16763 0.080 0.895 1.911
C -0.02822 -0.46011 -3.05555 -0.386 0.377 -0.320
C -0.76360 0.82329 -2.65318 0.252 -2.155 -3.089
O -1.41475 1.34457 -3.54166 -0.116 0.712 1.026
O -0.58637 1.16203 -1.46601 0.597 0.687 3.137
H -1.57786 0.63064 -4.99793 0.426 -0.772 -0.214
H 1.29013 -2.95805 -4.70701 0.108 -0.148 -0.044
H 2.03530 -2.63764 -2.27074 -0.115 0.097 -0.198
```
Positions in Å, forces in eV/Å.

Properties
HOMO level (spin up / spin down)	-14.8 / -14.8	eV
spin multiplicity	1
net charge	+2

Mulliken atomic charge list, values in e, 5 entries: atom 1 (Au): 0.807, atom 2 (Cl): -0.046, atom 3 (C): 0.678, atom 4 (C): -0.634, atom 5 (C): -0.539

---

(3)
DFT (the ωB97M-V functional and the def2-TZVPD basis) results for a molecular structure, C23H17AuN3O4P.

The geometry in XYZ format:
```
49
Properties=species:S:1:pos:R:3:forces:R:3
Au 0.00755 -0.21948 -0.55478 0.127 0.148 0.091
O 0.11674 2.17090 1.92249 0.010 0.071 0.051
C -0.42654 1.23084 2.40588 -0.284 0.100 0.137
O -1.70927 0.89182 1.98993 0.134 -0.303 -0.294
C 0.08981 0.28509 3.42541 0.640 -0.265 -0.556
C 0.58214 0.59605 4.61657 -0.195 0.116 0.165
C 0.57436 -0.45388 5.72190 0.021 -0.060 0.062
C 0.83020 -1.82244 5.16664 0.134 0.117 -0.112
C 0.34022 -2.14566 3.97601 0.032 0.039 -0.018
C -0.34433 -1.13398 3.08850 -0.232 0.182 0.303
P -0.26743 -1.65650 1.24931 0.178 -0.114 0.129
C -1.70048 -2.75712 1.14475 0.002 0.015 -0.070
C -2.71109 -2.40392 0.25377 -0.005 0.004 0.018
C -3.85134 -3.18704 0.14586 -0.007 0.001 0.007
C -3.98724 -4.32172 0.92943 -0.004 0.002 -0.002
C -2.98229 -4.68125 1.81924 0.003 0.001 0.004
C -1.84145 -3.90480 1.92650 -0.005 0.001 -0.005
C 1.20927 -2.71437 1.19874 -0.018 0.019 -0.024
C 1.19707 -3.92783 0.51977 -0.030 -0.036 0.059
C 2.37305 -4.65015 0.36848 0.013 -0.001 0.003
C 3.56232 -4.16227 0.88646 -0.005 -0.004 -0.003
C 3.58164 -2.94181 1.54999 -0.007 -0.002 0.008
C 2.41239 -2.21633 1.69888 0.018 0.027 -0.039
H 0.79042 1.62418 4.88361 -0.040 0.016 -0.013
H 1.24239 -0.17907 6.53092 0.006 -0.089 0.027
H 1.35290 -2.55072 5.77194 -0.008 0.003 0.015
H 0.50720 -3.13796 3.58501 -0.108 -0.035 0.037
H -2.60293 -1.51054 -0.34968 0.004 -0.007 -0.008
H -4.63153 -2.90690 -0.54896 -0.001 0.001 0.002
H -4.87765 -4.93134 0.84820 0.001 -0.001 -0.002
H -3.08813 -5.56897 2.42861 0.002 0.000 0.001
H -1.05943 -4.20533 2.61111 -0.004 -0.007 0.001
H 0.27336 -4.31020 0.10414 0.005 0.001 -0.003
H 2.35721 -5.59279 -0.16231 0.000 0.000 -0.001
H 4.47809 -4.72525 0.76362 -0.001 -0.001 0.000
H 4.51111 -2.54984 1.94131 0.000 0.002 -0.003
H 2.44099 -1.25315 2.19712 -0.003 0.003 -0.002
N -0.84352 -0.39745 6.27794 0.062 -0.006 -0.165
C -1.62043 -0.96816 5.53968 -0.273 0.293 0.180
N -2.31064 -1.44105 4.63161 0.212 -0.306 -0.065
C -1.80137 -0.82539 3.45305 -0.318 -0.462 -0.567
N -2.48752 0.05633 2.84522 0.032 0.594 0.689
C -0.51395 2.75839 -1.47304 -0.003 -0.011 -0.019
O 0.21690 2.09708 -2.49854 -0.007 -0.016 0.016
C 0.54813 0.78629 -2.29012 -0.108 -0.041 -0.064
O 1.17454 0.23340 -3.15612 0.019 0.012 0.013
H -0.75781 3.74306 -1.86445 0.002 -0.001 0.002
H 0.07625 2.86448 -0.56328 0.011 0.001 0.020
H -1.44003 2.22956 -1.23497 0.000 0.000 -0.001
```
Positions in Å, forces in eV/Å.

Properties
HOMO level	-7.9	eV
spin multiplicity	1

Mulliken atomic charge list, values in e, 5 entries: atom 1 (Au): -0.030, atom 2 (O): -0.490, atom 3 (C): -0.302, atom 4 (O): -0.124, atom 5 (C): 0.736

---

(4)
DFT (the ωB97M-V functional and the def2-TZVPD basis) results for a molecular structure, C23H17BiN3O6S2 at a distorted geometry.

The geometry in XYZ format:
```
52
Properties=species:S:1:pos:R:3:forces:R:3
Bi -1.02119 0.22475 -0.39389 -0.194 0.138 0.554
O -1.42388 5.26623 3.76156 0.415 -0.675 0.965
C -1.45763 4.22347 2.92481 -1.125 -1.778 -0.099
C -1.70327 4.45568 1.57215 0.411 1.703 1.149
C -1.70455 3.40701 0.72928 0.663 -1.105 -1.164
N -1.57086 2.15005 1.17600 -0.196 0.245 -0.276
C -1.48517 1.88615 2.48882 -0.347 -0.658 -1.301
C -1.42419 2.89108 3.42420 0.800 1.385 -0.342
C -1.53092 0.36720 2.73771 0.823 -0.502 2.592
O -1.49372 -0.07124 3.89611 -0.285 1.099 -0.852
O -1.55067 -0.40009 1.72408 0.103 0.147 -1.278
C -1.70856 3.63059 -0.79298 -0.602 0.095 -1.577
O -1.70646 4.80856 -1.23753 0.063 -2.071 1.079
O -1.76297 2.52449 -1.45885 0.312 1.058 0.702
H -1.47684 6.00161 3.17738 -0.049 1.481 -0.318
H -1.77390 5.49815 1.20045 -0.012 -0.852 -0.005
H -1.15827 2.72595 4.45372 -0.378 -0.271 0.217
C 1.78521 -0.89949 3.60625 -2.046 0.823 0.116
C 1.92412 -1.23413 2.12131 -0.014 2.420 0.942
N 2.31755 -0.28740 1.33946 0.331 -0.367 1.270
N 2.65794 -0.66858 0.08127 -0.337 0.590 -0.697
C 2.25521 0.10667 -0.85576 -0.236 -0.173 1.266
S 1.16834 1.49583 -0.64318 0.125 -0.214 0.101
S 2.93937 -0.29494 -2.38344 0.395 -0.209 -1.063
C 1.97283 0.65397 -3.56106 -1.580 0.849 0.235
C 0.58647 0.11550 -3.97781 -0.706 -0.816 0.964
C 0.35602 -1.30367 -4.18719 0.118 2.761 -0.507
C -0.84073 -1.74691 -4.68348 -0.301 1.278 0.667
C -1.90826 -0.83293 -4.76326 0.285 -0.701 -0.278
C -1.79026 0.46296 -4.38692 0.495 2.459 1.238
C -0.52164 0.99236 -3.99567 -0.012 -1.894 -0.313
C 1.44667 -2.48645 1.69055 -0.472 -1.333 -1.055
C 1.79960 -3.61348 2.40141 0.742 0.174 1.173
C 1.26153 -4.83619 2.18374 0.659 0.415 -0.219
C 0.39025 -5.00902 1.15563 -0.392 1.476 -2.152
C 0.12410 -3.95718 0.25502 -0.432 0.144 1.563
C 0.57847 -2.63446 0.59226 -0.806 -1.044 -1.277
O 0.13049 -1.68044 -0.20910 0.043 0.556 0.178
H 1.51438 0.18060 3.66444 0.966 -0.517 0.133
H 2.62310 -1.19451 4.22239 0.506 0.250 -0.059
H 0.87758 -1.32947 4.11918 0.803 -0.148 -0.980
H 2.59480 0.65693 -4.43993 0.363 0.301 -0.376
H 1.79771 1.70191 -3.16768 0.539 -1.148 -0.619
H 1.14990 -1.97267 -4.01034 0.896 -0.698 0.161
H -0.95544 -2.78240 -4.86825 -0.338 -0.836 -0.308
H -2.87137 -1.10318 -5.09591 -0.937 -0.825 -0.322
H -2.69084 1.13495 -4.24976 1.137 -0.906 -0.501
H -0.45285 1.99502 -3.61232 0.110 0.289 -0.088
H 2.55628 -3.57499 3.18603 -0.139 0.453 -0.100
H 1.72096 -5.65619 2.64219 0.115 -1.265 1.001
H 0.04539 -5.98737 1.03356 -0.846 -1.322 -0.688
H -0.58981 -4.00031 -0.58668 0.562 -0.261 0.549
```
Positions in Å, forces in eV/Å.

Properties
HOMO level	-5.1	eV
spin multiplicity	1
net charge	-1

Mulliken atomic charge list, values in e, 5 entries: atom 1 (Bi): 1.354, atom 2 (O): -0.526, atom 3 (C): 1.111, atom 4 (C): 0.081, atom 5 (C): -0.380

---

(5)
DFT (the ωB97M-V functional and the def2-TZVPD basis) results for a molecular structure, C23H17Cl2F6N7O6PrS3 at a distorted geometry.

The geometry in XYZ format:
```
65
Properties=species:S:1:pos:R:3:forces:R:3
Pr 1.33714 19.82490 2.83213 -1.198 0.010 1.333
Cl -4.04970 19.93877 3.93974 0.322 0.096 0.185
C -3.33059 18.87328 2.78389 0.672 0.114 -0.730
C -4.20456 18.02631 2.08604 0.546 -0.664 -0.982
C -3.73927 17.17914 1.07947 -0.727 1.055 1.401
Cl -4.91201 16.20901 0.30096 -0.460 -0.694 -0.610
C -2.38350 17.09568 0.76146 1.253 0.511 0.485
C -1.78598 16.16163 -0.10685 2.012 0.465 0.018
C -0.37304 16.12589 -0.23462 -2.100 -0.539 -0.321
C 0.39375 16.98669 0.53042 0.651 1.364 0.762
N -0.15411 17.93211 1.30463 0.769 -0.484 -0.143
C -1.49459 18.00715 1.45732 -0.294 -1.337 -0.692
C -1.94359 18.93734 2.45476 -0.603 0.158 0.439
O -1.06032 19.70231 2.98747 0.152 0.140 0.382
H -5.27822 18.01012 2.28622 0.438 0.188 0.134
H -2.39633 15.47026 -0.65236 -0.217 -0.206 -0.214
H 0.09241 15.42652 -0.93012 -0.108 0.115 0.345
H 1.51003 16.95338 0.55609 -1.087 -0.022 -0.192
N -2.23962 21.98036 0.57921 0.718 0.270 0.455
N -1.19185 22.91295 0.27691 1.180 -1.034 -0.804
C 0.11973 22.56077 -0.01701 -1.908 1.479 1.111
N 0.81387 23.52921 -0.66911 0.825 -1.509 -0.189
N 0.60801 21.41370 0.55272 0.918 -0.339 -2.186
N 1.67535 20.76077 -0.12123 -0.993 -0.020 1.498
O 2.15560 19.84821 0.62723 -0.032 0.919 -2.683
O 2.03872 20.96619 -1.27016 -0.408 0.033 1.474
H -2.41168 22.05265 1.59717 0.355 -0.321 -0.419
H -1.91692 21.02987 0.34064 -0.098 0.686 0.367
H -1.56612 23.79268 -0.10746 0.574 -0.867 0.353
H 0.40139 24.43135 -0.86544 0.097 -0.421 -0.041
H 1.69500 23.24521 -1.11485 -0.668 0.507 0.496
F 4.14728 15.06444 5.82675 -1.432 -0.352 0.186
C 2.77701 14.93113 5.80547 0.059 -0.223 0.208
F 2.38494 14.17222 6.90150 1.048 0.012 -1.045
F 2.47059 14.20268 4.70935 0.228 0.411 0.646
C 2.04668 16.23407 5.92107 -0.103 2.098 -0.845
C 1.43589 16.54104 7.13764 0.374 -0.596 -1.001
C 0.73297 17.72481 7.24343 -1.190 1.524 0.920
C 0.65299 18.63353 6.20373 0.757 -0.934 -0.932
N 1.33810 18.41898 5.04533 -0.843 -0.226 0.672
C 2.02433 17.27462 4.85680 0.549 -1.099 0.462
S 2.88213 17.16707 3.31424 -0.753 0.332 0.676
H 1.48135 15.80882 7.94731 -0.111 0.492 -0.230
H 0.17301 18.02572 8.14379 0.449 -0.542 -0.326
H 0.01003 19.51813 6.24498 0.409 -0.164 0.050
S -0.69091 23.06881 3.79234 -0.123 -0.304 -1.565
C -0.63503 23.27958 5.47931 1.034 0.671 1.904
C -1.40571 22.52705 6.40881 -0.219 -0.175 -1.952
C -1.07541 22.47475 7.72195 0.477 0.090 1.088
C 0.01001 23.18186 8.24210 -0.830 -0.250 0.344
C 0.67381 24.06536 7.42291 0.203 0.058 -0.435
C 0.34422 24.15124 6.06916 0.055 -0.113 -0.385
H -2.20953 21.88526 6.02076 0.341 0.336 0.080
H -1.65117 21.84619 8.37627 -0.192 -0.248 0.269
H 0.23108 23.06069 9.29222 0.250 0.128 0.087
H 1.50574 24.63333 7.83143 -0.107 0.118 -0.177
H 0.93826 24.84628 5.43762 -0.576 -0.748 0.278
F 5.11498 19.62051 2.79038 0.271 0.423 0.050
C 5.31191 20.85323 3.21099 -0.076 2.287 0.742
F 5.97551 20.88653 4.37812 0.418 -0.657 -0.529
F 5.99055 21.58725 2.29860 0.284 -0.857 0.124
S 3.74868 21.78963 3.53480 -1.618 -0.392 1.782
O 3.87358 23.09078 4.17786 0.724 -1.966 -1.233
O 3.15034 21.75490 2.19421 -0.362 0.048 0.251
O 3.09723 20.73907 4.40883 0.019 1.166 -1.196
```
Positions in Å, forces in eV/Å.

Properties
HOMO level (spin up / spin down)	-3.7 / -3.7	eV
spin multiplicity	3
net charge	-1

Mulliken atomic charge list, values in e, 5 entries: atom 1 (Pr): 0.704, atom 2 (Cl): -0.236, atom 3 (C): 0.214, atom 4 (C): -0.671, atom 5 (C): 0.809

---

Among the records above, which one has the highest spin multiplicity? C23H17Cl2F6N7O6PrS3